[1]
{"formula": "C3H11NOS2", "method": "ωB97M-V/def2-TZVPD", "elements": ["C", "S", "S", "C", "C", "N", "H", "H", "H", "H", "H", "H", "H", "H", "H", "O", "H", "H"], "coordinates": [[0.934748, -1.554787, -1.220071], [1.936368, -0.047705, -1.189587], [2.516012, 0.212047, 0.756311], [0.985241, 0.136425, 1.656098], [-0.040676, 1.245637, 1.386916], [-1.389352, 0.890101, 0.906729], [1.461018, -2.462247, -0.889500], [0.068702, -1.516996, -0.570992], [0.584431, -1.665161, -2.249154], [1.284015, 0.130758, 2.714589], [0.496733, -0.838012, 1.567622], [0.355829, 1.930732, 0.635731], [-0.226915, 1.778015, 2.328637], [-1.728795, 0.147183, 1.517133], [-1.353858, 0.404170, 0.010935], [-2.042086, 0.079010, -2.244623], [-1.245848, 0.277308, -2.739853], [-2.595567, 0.853523, -2.376921]], "forces_ev_per_a": [[0.286, -0.683, 0.388], [-0.440, 0.099, -0.254], [0.437, -0.498, -0.091], [-0.890, -0.246, 0.768], [-0.599, 0.581, -0.179], [0.381, -1.196, 0.242], [0.255, 0.350, -0.397], [-0.298, 0.477, 0.015], [0.130, -0.035, 0.098], [0.168, 0.254, -0.220], [0.150, -0.086, -0.380], [0.164, 0.155, 0.281], [0.312, 0.157, -0.288], [-0.297, 0.281, 0.159], [0.164, 0.396, -0.206], [-0.058, -0.080, 0.075], [0.247, 0.025, -0.094], [-0.113, 0.050, 0.083]], "total_energy_ha": -1047.25769, "charge": 0, "smiles": "CSSCCN.O", "orbital_gap_ha": 0.3265, "homo_ev": -8.3, "largest_force_ha_per_bohr": 0.02486, "de_lowest_kj_mol": 25.4}

***

[2]
{"formula": "C4H2INOS", "method": "ωB97M-V/def2-TZVPD", "elements": ["C", "C", "C", "C", "N", "O", "S", "I", "H", "H"], "coordinates": [[-0.637966, 0.244476, 0.237988], [0.158773, -0.577394, -0.494905], [-2.162398, -1.012419, -0.623940], [-4.398004, -1.936017, -0.973323], [-1.970636, -0.033861, 0.148766], [-4.749279, -2.219207, -2.041133], [-0.794967, -1.750688, -1.342939], [-5.330300, -2.051399, 0.881425], [-0.315847, 1.060272, 0.856971], [1.223974, -0.574173, -0.593717]], "forces_ev_per_a": [[0.770, -0.242, -0.254], [0.002, -0.028, -0.043], [-2.896, -1.421, -0.631], [2.560, 0.888, -0.769], [-0.788, -0.003, 0.130], [0.124, 0.120, 0.646], [0.023, 0.448, 0.323], [-0.261, 0.009, 0.469], [0.168, 0.139, 0.094], [0.298, 0.090, 0.034]], "total_energy_ha": -979.38369, "charge": 0, "orbital_gap_ha": [0.2723, 0.2784], "homo_ev": [-8.6, -8.8], "largest_force_ha_per_bohr": 0.06393, "de_lowest_kj_mol": 0.0}

***

[3]
{"formula": "C2H6ClO2PS", "method": "ωB97M-V/def2-TZVPD", "elements": ["C", "C", "O", "O", "P", "S", "Cl", "H", "H", "H", "H", "H", "H"], "coordinates": [[0.097533, 2.262549, 0.698311], [-1.336073, -2.017931, -0.607146], [0.094777, 1.688578, -0.607501], [-1.020279, -0.599980, -0.553342], [0.175194, 0.217064, -1.235441], [3.961190, -1.099234, 0.319726], [1.898123, -0.863828, 0.474805], [-0.006140, 1.599780, 1.605579], [-0.673588, 2.947199, 0.802162], [1.084039, 2.868972, 0.927847], [-0.398404, -2.518974, -0.338734], [-1.643163, -2.282640, -1.557798], [-2.233212, -2.201552, 0.071527]], "forces_ev_per_a": [[3.000, 0.022, 2.435], [0.177, 0.577, 2.334], [0.134, -1.292, -0.127], [0.092, 0.959, 0.115], [0.289, 0.030, 1.256], [-0.209, 0.153, -0.219], [-0.816, 0.310, -0.404], [0.140, -0.167, -1.513], [-1.630, 1.282, -0.383], [-1.722, -1.398, -1.037], [-0.633, -0.355, 0.226], [-0.430, -0.434, -2.131], [1.609, 0.312, -0.551]], "total_energy_ha": -1429.93492, "charge": 0, "orbital_gap_ha": 0.2250, "homo_ev": -7.3, "largest_force_ha_per_bohr": 0.07515, "de_lowest_kj_mol": 363.4}